1.
DFT (the ωB97M-V functional and the def2-TZVPD basis) results for C18H30F5GaN2O4PS as an isolated structure at a distorted geometry.

Computed properties:
- Lowest unoccupied orbital energy: -2.56 eV
- HOMO level: -11.86 eV
- Molar mass: 566.2 u
- Charge: +1

Last column: Mulliken charge in e.
Atoms and positions in Å:
Ga1 11.18094 7.04513 8.90725  0.114
F1 17.01113 5.72742 5.94796  -0.304
C1 15.86107 5.38798 6.60814  0.525
C2 14.76511 5.02649 5.85391  0.239
F2 14.82881 4.89436 4.52168  -0.284
C3 13.54691 4.92225 6.44934  0.550
F3 12.50961 4.66196 5.78044  -0.326
C4 13.35082 5.24756 7.75570  -0.136
S1 11.80738 5.00597 8.47182  -0.339
C5 14.50474 5.67577 8.48597  0.224
F4 14.44418 6.01984 9.72827  -0.417
C6 15.75982 5.62695 7.96733  0.371
F5 16.83924 5.95726 8.68727  -0.302
C7 14.79222 10.22755 8.84735  -1.571
C8 14.28823 10.19134 7.39381  1.471
C9 14.42984 11.52739 6.65105  -1.708
C10 14.85236 9.11543 6.53131  -1.236
O1 12.79639 9.94705 7.35222  -0.217
P1 11.84470 9.36959 8.43561  1.240
O2 12.40716 8.44351 9.52700  -0.508
O3 10.72958 8.43846 7.77705  -0.419
O4 11.15716 10.61118 9.13003  -0.242
C11 9.98596 11.51434 9.00564  1.608
C12 9.67831 11.81555 7.53032  -1.569
C13 10.44828 12.69656 9.78478  -1.688
C14 8.81324 10.83250 9.60162  -1.373
H1 15.80558 10.66868 8.83951  0.456
H2 15.00043 9.29575 9.31170  0.316
H3 14.12928 10.79611 9.46079  0.384
H4 15.48007 11.75667 6.39054  0.429
H5 14.13178 12.39834 7.32603  0.327
H6 13.95854 11.38630 5.71365  0.433
H7 15.94599 9.17813 6.55025  0.464
H8 14.47225 9.29085 5.56220  0.507
H9 14.65946 8.10946 6.94683  -0.067
H10 10.48319 12.35121 6.99241  0.318
H11 8.76966 12.36104 7.54521  0.533
H12 9.50695 10.89032 6.98683  0.354
H13 11.19610 13.14448 9.19078  0.444
H14 10.98652 12.45730 10.78845  0.279
H15 9.59152 13.35869 9.80575  0.420
H16 8.68938 9.83160 9.07467  0.212
H17 7.81838 11.30877 9.42888  0.466
H18 8.84537 10.60436 10.69984  0.297
C15 7.96557 5.03483 11.15671  -1.691
C16 7.37745 5.96253 10.07608  1.158
C17 6.56177 7.13622 10.73502  -1.410
C18 6.58230 5.14854 9.03271  -1.524
N1 8.59653 6.44554 9.35941  -0.454
N2 9.62448 7.06264 10.08509  0.258
H19 7.16252 4.48098 11.62745  0.445
H20 8.46901 5.58723 11.96054  0.370
H21 8.84192 4.46037 10.71610  0.367
H22 5.63672 6.87747 11.13477  0.479
H23 6.29246 7.89486 9.96678  0.321
H24 7.16456 7.59070 11.54612  0.310
H25 5.71109 4.76695 9.51847  0.436
H26 7.21982 4.28565 8.63439  0.304
H27 6.38386 5.77936 8.18842  0.425
H28 8.28173 7.12542 8.62114  0.307
H29 9.78226 6.46787 10.93176  0.416
H30 9.39424 8.03927 10.39591  0.207


2.
DFT (the ωB97M-V functional and the def2-TZVPD basis) results for a 13-piece molecular cluster, H27O13 overall at a distorted geometry.

Computed properties:
- Lowest unoccupied orbital energy: -3.23 eV
- HOMO level: -13.25 eV
- Molar mass: 235.2 u
- Charge: +1

Last column: Mulliken charge in e.
Atoms and positions in Å:
O1 2.60582 -3.15845 -1.25110  -0.580
H1 1.01602 0.09982 -2.22511  0.191
H2 -1.38975 1.67580 -2.14499  0.355
O2 -0.56778 2.62234 2.83996  -0.681
H3 -0.24912 -0.88602 -2.51491  0.317
H4 -2.22245 -1.74977 -2.96537  0.326
O3 1.43072 1.59416 -4.04375  -0.615
H5 -3.78556 2.83972 0.81336  0.277
O4 -1.47893 -1.80995 -3.59005  -0.725
H6 -1.79661 -0.97321 -0.20580  0.307
H7 -1.17914 -2.71013 -3.39845  0.350
O5 -2.67566 -1.34119 -0.32393  -0.587
H8 3.20579 -2.39770 -1.17179  0.294
H9 0.01759 1.90837 3.15879  0.464
O6 2.60303 -2.65940 1.45140  -0.741
H10 1.79991 -2.14004 1.34788  0.400
H11 2.22931 -3.52951 1.65893  0.320
O7 2.31775 -0.09117 2.48532  -0.611
H12 2.94352 0.50522 2.90818  0.267
H13 2.76414 -0.91719 2.21252  0.317
O8 -3.03997 2.85649 0.20345  -0.563
H14 -3.41922 3.20951 -0.60908  0.297
H15 -3.05665 -1.27302 0.55877  0.264
O9 0.17591 1.30484 0.68949  -0.370
H16 -0.19830 2.09661 1.51842  0.502
H17 0.07396 1.55627 -0.25906  0.308
O10 -0.17072 -2.13948 0.68458  -0.609
H18 -1.01319 -2.33640 1.08296  0.282
H19 -0.03479 -1.45163 0.03411  0.291
O11 0.23507 -0.35033 -1.86080  -0.432
H20 -1.44440 3.08293 -1.48475  0.238
H21 3.05389 -3.55506 -0.48549  0.296
O12 -0.40589 0.20597 3.15463  -0.619
H22 1.07975 1.00964 0.91534  0.451
H23 -0.39379 -0.42340 3.90235  0.287
O13 -0.84824 2.44941 -1.90021  -0.610
H24 2.01020 2.00448 -3.38265  0.320
H25 -1.44551 2.41730 3.18631  0.351
H26 0.53529 0.21332 2.91133  0.366
H27 0.71797 2.24083 -3.90078  0.302


3.
DFT (the ωB97M-V functional and the def2-TZVPD basis) results for C16H38ClLiN2O2Si2Te as an isolated structure.

Computed properties:
- Lowest unoccupied orbital energy: 0.55 eV
- HOMO level: -7.70 eV
- Molar mass: 516.7 u

Last column: Mulliken charge in e.
Atoms and positions in Å:
Li1 -1.27394 -0.10728 1.56134  0.527
C1 -2.88870 -3.68749 -0.19054  -0.974
C2 -2.61201 -2.56070 0.77141  0.677
N1 -3.36636 -2.48287 1.86937  -0.183
O1 -1.70841 -1.75417 0.52266  -0.634
H1 -3.71886 -4.32140 0.11719  0.418
H2 -1.98698 -4.29240 -0.28361  0.156
H3 -3.09989 -3.25905 -1.16943  0.251
H4 -4.07900 -3.16564 2.04748  0.191
H5 -3.16320 -1.75013 2.56058  0.008
O2 -1.55256 1.34024 0.25710  -0.060
C3 -2.36478 1.63007 -0.60223  0.281
C4 -2.14039 2.78327 -1.54043  -0.827
C5 -3.15261 3.88442 -1.11423  -0.636
C6 -3.62054 3.83805 0.35925  -0.561
C7 -4.76281 2.85028 0.66800  -0.716
C8 -4.38557 1.37187 0.62233  -0.427
N2 -3.63408 1.09143 -0.62336  -0.184
H6 -2.30513 2.49763 -2.58173  0.371
H7 -1.10952 3.11389 -1.43081  0.278
H8 -4.03796 3.83418 -1.75513  0.333
H9 -2.69351 4.85340 -1.31285  0.411
H10 -3.98605 4.83480 0.61144  0.423
H11 -2.76972 3.65106 1.02196  0.232
H12 -5.57435 3.04054 -0.04482  0.290
H13 -5.16787 3.06881 1.65938  0.373
H14 -5.27464 0.74215 0.64637  0.314
H15 -3.76234 1.07983 1.46799  0.182
H16 -4.15295 1.42714 -1.42549  0.352
C9 1.27991 -3.59741 -2.14789  -0.932
Si1 2.55682 -3.51122 -0.78151  0.221
C10 4.07230 -2.57850 -1.36766  -0.952
C11 3.03812 -5.24541 -0.25650  -1.014
C12 1.78767 -2.62242 0.68126  -0.766
Te1 1.30562 -0.58010 0.25695  0.000
C13 3.14433 0.25521 0.94456  -0.760
Si2 3.29363 2.06493 0.44923  0.065
C14 4.80866 2.78914 1.27793  -1.013
C15 3.46937 2.16814 -1.41184  -0.969
C16 1.76230 2.98483 1.00805  -0.493
H17 1.69974 -4.04541 -3.05275  0.357
H18 0.91354 -2.60018 -2.40360  0.313
H19 0.42165 -4.20305 -1.84223  0.235
H20 4.52540 -3.07562 -2.22969  0.366
H21 4.83415 -2.51546 -0.58543  0.312
H22 3.80609 -1.56225 -1.67185  0.220
H23 3.45170 -5.81611 -1.09280  0.314
H24 2.16924 -5.79181 0.12136  0.291
H25 3.78999 -5.22531 0.53716  0.303
H26 2.41704 -2.61726 1.57343  0.494
H27 0.83447 -3.07752 0.96466  0.285
H28 3.95306 -0.32635 0.49670  0.223
H29 3.19241 0.14092 2.02896  0.496
H30 5.71662 2.25749 0.98114  0.294
H31 4.72712 2.73209 2.36651  0.309
H32 4.93626 3.84151 1.00797  0.289
H33 4.38019 1.66952 -1.75385  0.307
H34 3.51699 3.21016 -1.74015  0.339
H35 2.62121 1.69459 -1.91255  0.326
H36 1.66187 2.95207 2.09690  0.305
H37 0.84381 2.55929 0.58790  -0.169
H38 1.81277 4.03631 0.71064  0.358
Cl1 -2.39930 0.08324 3.46984  -0.822